1.
{"formula": "CHI4N", "method": "ωB97M-V with the def2-TZVPD basis set", "symbols": ["C", "N", "I", "I", "I", "I", "H"], "positions_angstrom": [[0.31657, 0.13175, -0.80149], [-1.03789, 0.04881, 0.83059], [2.30979, -0.30830, 0.06008], [-0.51281, -1.53098, -1.76496], [0.16797, 1.94323, -1.92200], [-0.22724, -1.15313, 2.17594], [-1.01639, 0.86862, 1.42184]], "mulliken_charge": [-0.533, -0.601, 0.195, 0.246, 0.207, 0.175, 0.310], "max_force_ev_per_a": 2.503, "lumo_ha": [-0.05287, -0.05288], "multiplicity": 1, "de_lowest_kcal_mol": 74.22}

2.
{"formula": "C33H76N8O6", "method": "ωB97M-V with the def2-TZVPD basis set", "symbols": ["C", "C", "C", "C", "C", "C", "C", "C", "C", "N", "O", "H", "H", "H", "H", "H", "H", "H", "H", "H", "H", "H", "H", "H", "H", "H", "H", "H", "H", "H", "C", "C", "C", "C", "C", "C", "C", "C", "C", "N", "O", "H", "H", "H", "H", "H", "H", "H", "H", "H", "H", "H", "H", "H", "H", "H", "H", "H", "H", "H", "C", "C", "C", "C", "C", "C", "C", "C", "C", "N", "O", "H", "H", "H", "H", "H", "H", "H", "H", "H", "H", "H", "H", "H", "H", "H", "H", "H", "H", "H", "C", "O", "C", "C", "C", "N", "H", "H", "H", "H", "H", "H", "H", "H", "H", "H", "H", "N", "C", "N", "O", "H", "H", "H", "H", "N", "C", "N", "O", "H", "H", "H", "H"], "positions_angstrom": [[-1.71853, -1.00246, 4.72863], [-0.57164, -0.17609, 4.06484], [-0.99996, 0.21322, 2.64653], [-0.39983, 1.12153, 4.86249], [0.23242, 1.02833, 6.26290], [1.54511, 0.26198, 6.16078], [1.47098, -1.08267, 5.38417], [2.89433, -1.48906, 5.01160], [0.90772, -2.19299, 6.28828], [0.67474, -0.88820, 4.15848], [0.85443, -1.90257, 3.20231], [-2.60210, -0.34974, 4.76945], [-2.03015, -1.93539, 4.26692], [-1.52802, -1.11395, 5.79450], [-0.14383, 0.73503, 2.20805], [-1.23681, -0.66177, 2.04142], [-1.86131, 0.87719, 2.60782], [0.07020, 1.94712, 4.31992], [-1.44318, 1.46064, 4.92829], [0.36268, 2.05252, 6.61719], [-0.49446, 0.60552, 6.95999], [1.75674, 0.07315, 7.21791], [2.34207, 0.80722, 5.65709], [3.47313, -1.76843, 5.89139], [3.45211, -0.66115, 4.55858], [2.95135, -2.29735, 4.28381], [0.63479, -3.05090, 5.67252], [0.04321, -1.79357, 6.81677], [1.61450, -2.53221, 7.04543], [1.45761, -1.53222, 2.54591], [-4.30563, 7.04844, 2.79212], [-3.23909, 7.01873, 1.68477], [-3.96351, 7.62082, 0.48316], [-1.99370, 7.87932, 2.01050], [-0.78435, 7.24353, 2.68789], [-0.54992, 5.83174, 2.14622], [-1.77633, 4.92711, 1.97470], [-1.33737, 3.66009, 1.26593], [-2.29515, 4.56955, 3.38165], [-2.84293, 5.65036, 1.28620], [-3.88228, 4.80286, 0.85017], [-3.83808, 7.08405, 3.78059], [-4.98618, 7.89670, 2.76732], [-4.93888, 6.16352, 2.69990], [-3.24328, 7.85441, -0.31113], [-4.72209, 6.99700, 0.01708], [-4.37470, 8.62387, 0.62186], [-1.67621, 8.33915, 1.07096], [-2.30773, 8.72583, 2.62608], [0.14115, 7.81408, 2.63376], [-0.93551, 7.12929, 3.76897], [0.07794, 5.16383, 2.74197], [0.00250, 6.05031, 1.22450], [-0.42088, 3.33455, 1.76177], [-1.08885, 3.78206, 0.20955], [-2.06636, 2.85735, 1.35653], [-3.31351, 4.17881, 3.38182], [-2.24069, 5.41364, 4.07112], [-1.66449, 3.82172, 3.87520], [-4.42220, 4.67096, 1.64929], [2.48286, -7.40874, -3.55948], [2.77307, -5.90031, -3.84462], [1.54575, -5.03393, -3.56369], [3.94165, -5.45170, -2.95958], [5.33095, -5.95037, -3.29681], [5.65236, -5.67065, -4.78393], [4.50462, -6.04843, -5.75861], [4.86229, -5.19937, -6.99561], [4.63546, -7.55007, -6.08036], [3.16749, -5.70242, -5.23947], [2.16188, -6.09514, -6.14071], [3.36454, -8.04096, -3.49722], [1.96073, -7.39329, -2.59864], [1.82254, -7.86733, -4.29523], [1.83432, -3.99794, -3.73255], [0.73319, -5.26198, -4.25308], [1.17270, -5.27750, -2.56685], [3.96785, -4.35597, -2.95083], [3.69540, -5.74294, -1.93261], [6.06854, -5.60327, -2.57455], [5.36203, -7.04425, -3.20938], [6.48548, -6.34518, -4.98242], [5.97807, -4.63213, -4.81599], [5.08527, -4.15350, -6.77560], [3.99170, -5.07503, -7.64919], [5.70734, -5.59258, -7.55803], [5.67705, -7.66826, -6.38632], [3.97609, -7.83635, -6.89860], [4.45630, -8.22006, -5.24484], [1.96185, -5.28988, -6.62940], [-1.33213, 1.07204, -0.70541], [-1.14900, -0.32138, -0.81217], [0.20233, -0.66397, -0.97584], [0.42473, -2.13613, -1.23991], [-0.03457, -2.98326, -0.03798], [1.84254, -2.42628, -1.46407], [-0.72895, 1.47130, 0.11814], [-2.34322, 1.44827, -0.59033], [-0.82636, 1.67146, -1.47697], [0.64223, -0.08532, -1.79994], [0.91102, -0.34603, -0.19254], [-0.16708, -2.46255, -2.09962], [0.24261, -4.03492, -0.05351], [-1.11826, -2.92319, 0.13765], [0.29042, -2.54083, 0.91233], [2.31191, -2.15932, -0.60274], [1.91958, -3.42649, -1.57438], [-3.90791, 4.01204, -1.94277], [-3.88363, 5.16941, -2.65298], [-2.99406, 6.09557, -2.20900], [-4.40974, 5.25517, -3.76876], [-3.56485, 3.91060, -1.00066], [-4.44715, 3.21985, -2.23615], [-2.80031, 6.83372, -2.85823], [-2.60280, 5.98799, -1.28804], [-3.12438, -0.53494, -3.37882], [-2.84561, -1.08137, -4.60208], [-3.62003, -0.54777, -5.61166], [-1.98741, -1.93418, -4.79288], [-3.47567, 0.40020, -3.40913], [-2.76659, -0.99021, -2.55705], [-3.39214, -0.54292, -6.58697], [-4.34488, 0.09657, -5.35772]], "mulliken_charge": [-1.694, 1.729, -1.941, -0.946, -1.186, -0.974, 1.393, -1.986, -1.809, 0.555, -0.520, 0.428, 0.322, 0.354, 0.360, 0.373, 0.367, 0.304, 0.463, 0.402, 0.419, 0.373, 0.400, 0.408, 0.416, 0.406, 0.306, 0.380, 0.477, 0.281, -1.526, 1.435, -2.126, -1.251, -0.787, -1.312, 1.331, -2.142, -1.325, 0.942, -0.432, 0.399, 0.511, 0.197, 0.471, 0.346, 0.468, 0.407, 0.361, 0.434, 0.350, 0.453, 0.401, 0.479, 0.475, 0.432, 0.318, 0.336, 0.179, 0.249, -1.765, 1.905, -2.202, -1.156, -1.013, -1.086, 1.500, -1.803, -1.620, 0.261, -0.491, 0.349, 0.473, 0.349, 0.603, 0.446, 0.237, 0.431, 0.485, 0.419, 0.354, 0.351, 0.388, 0.399, 0.380, 0.369, 0.476, 0.315, 0.313, 0.364, -1.029, -0.315, -1.037, 0.805, -1.051, -0.595, 0.380, 0.374, 0.491, 0.375, 0.220, 0.394, 0.428, 0.346, 0.014, 0.290, -0.007, -0.236, 0.528, -0.307, -0.715, 0.178, 0.161, 0.195, 0.119, -0.314, 0.628, -0.414, -0.611, 0.176, 0.186, 0.219, 0.158], "max_force_ev_per_a": 2.609, "lumo_ha": 0.00902, "multiplicity": 1}